Version i
Below is a 12-piece molecular cluster, C48H132N12O12 overall, with properties calculated with ωB97M-V with the def2-TZVPD basis set.

Last column: Mulliken charge in e.
Geometry (Å):
C: -2.78312 6.75326 5.29536  -0.754
O: -3.58784 5.72275 5.79394  -0.350
C: -3.20060 4.44078 5.46986  -0.827
C: -3.36022 4.03321 4.04662  0.831
C: -4.78361 3.96054 3.51099  -1.473
N: -2.65213 2.82548 3.56978  -0.271
H: -2.48382 6.81619 4.24915  0.267
H: -1.83149 6.60254 5.80505  0.360
H: -3.16402 7.69716 5.68532  0.278
H: -2.14999 4.23515 5.67486  0.348
H: -3.83059 3.81313 6.10015  0.343
H: -2.82394 4.73011 3.40255  0.044
H: -5.28726 4.92530 3.57177  0.430
H: -5.40031 3.25088 4.06250  0.351
H: -4.85327 3.64913 2.46875  0.299
H: -2.85880 2.75614 2.58358  -0.282
H: -3.21922 2.04574 3.87062  0.324
C: -0.00482 -5.73995 -3.03285  -0.694
O: -0.42106 -5.28045 -1.72867  0.256
C: -1.80397 -5.46739 -1.47341  -0.903
C: -2.17410 -4.94198 -0.05859  0.784
C: -3.49370 -5.31753 0.51751  -1.806
N: -1.97220 -3.49516 0.02909  0.043
H: -0.28720 -6.75994 -3.29359  0.329
H: 1.06756 -5.69435 -2.84303  -0.035
H: -0.21098 -5.15507 -3.92925  0.220
H: -2.33149 -4.88225 -2.22669  0.313
H: -2.11883 -6.48282 -1.71396  0.615
H: -1.43307 -5.40399 0.59373  -0.202
H: -3.53000 -4.98196 1.55393  0.413
H: -3.48886 -6.40669 0.55991  0.488
H: -4.40020 -4.87618 0.10330  0.293
H: -2.50709 -2.99676 -0.66775  0.193
H: -1.02551 -3.32182 -0.27719  -0.587
C: 3.12164 2.18517 0.98583  -0.660
O: 3.53423 2.25670 2.32448  -0.407
C: 4.66178 1.50623 2.66787  -0.834
C: 5.02129 1.71485 4.21010  0.903
C: 5.30133 3.17704 4.58220  -1.549
N: 6.06202 0.77635 4.58791  -0.718
H: 3.77355 2.71770 0.29334  0.533
H: 2.14473 2.66746 0.95182  0.181
H: 3.04999 1.16650 0.60467  0.182
H: 4.50857 0.46339 2.39021  0.374
H: 5.50536 1.75002 2.02210  0.633
H: 4.12711 1.35888 4.72178  -0.257
H: 5.70707 3.25162 5.59111  0.444
H: 4.37648 3.75281 4.54705  0.313
H: 6.02252 3.73151 3.98175  0.315
H: 6.44346 1.05708 5.47999  0.300
H: 6.80785 0.95611 3.93100  0.283
C: -2.82395 5.28932 -0.33483  -0.152
O: -3.78529 6.28825 -0.11227  -0.416
C: -5.07936 5.99214 -0.53710  -0.201
C: -5.90534 7.27599 -0.41008  0.599
C: -6.36372 7.60209 1.02478  -1.635
N: -7.15192 7.36407 -1.21089  -0.809
H: -2.58480 5.13582 -1.38713  -0.162
H: -3.16017 4.34732 0.09840  0.203
H: -1.90749 5.51468 0.21052  0.418
H: -5.09867 5.79913 -1.60971  0.060
H: -5.56729 5.18273 0.00590  0.133
H: -5.37057 8.15467 -0.77070  0.308
H: -6.76879 8.60651 1.14790  0.432
H: -5.51723 7.41378 1.68515  0.299
H: -7.22798 6.96017 1.19538  0.429
H: -6.91094 7.68610 -2.13735  0.263
H: -7.75873 8.06865 -0.81663  0.244
C: -1.97153 2.70952 -3.15723  -0.291
O: -2.65955 3.85688 -3.70780  -0.491
C: -1.79260 4.82358 -4.35815  -0.597
C: -2.64151 5.88047 -5.01821  0.210
C: -1.79276 6.77866 -5.95588  -1.514
N: -3.49312 6.55663 -4.10936  -0.624
H: -1.41088 3.00179 -2.26934  -0.025
H: -1.39437 2.22780 -3.94650  0.409
H: -2.66415 1.94132 -2.81337  0.168
H: -1.07423 5.33288 -3.71577  0.258
H: -1.18325 4.30601 -5.09905  0.504
H: -3.29528 5.32143 -5.68764  0.352
H: -0.98657 7.21511 -5.36624  0.340
H: -2.43293 7.57251 -6.34067  0.392
H: -1.37184 6.09847 -6.69632  0.387
H: -2.89345 7.06041 -3.47163  0.303
H: -3.98520 5.93270 -3.48592  0.182
C: -8.16262 1.18607 1.01870  -0.667
O: -7.21388 0.14867 1.11407  -0.371
C: -5.88182 0.45869 0.71319  -0.822
C: -5.36397 -0.62144 -0.26468  0.466
C: -5.13309 -2.05906 0.25176  -1.301
N: -4.14208 -0.13826 -0.89547  -0.452
H: -7.84890 2.03930 1.62009  0.238
H: -9.11010 0.80671 1.40140  0.242
H: -8.35799 1.44374 -0.02224  0.307
H: -5.86311 1.38147 0.13334  0.486
H: -5.26100 0.58202 1.60059  0.140
H: -6.08362 -0.60476 -1.08317  0.377
H: -4.50449 -1.99327 1.13981  0.246
H: -4.70371 -2.75985 -0.46421  0.290
H: -6.08471 -2.50443 0.54188  0.465
H: -3.73410 -0.73652 -1.59953  0.321
H: -3.40169 -0.13761 -0.20850  -0.105
C: 1.34666 -2.20508 5.88258  -0.770
O: 0.97316 -0.87678 5.60275  -0.465
C: 1.39937 -0.50108 4.27767  -0.608
C: 0.65465 0.77255 3.68920  2.506
C: 0.78948 2.10593 4.43654  -1.794
N: -0.73244 0.37098 3.67507  -0.421
H: 2.42577 -2.32033 5.78089  0.290
H: 0.83374 -2.80161 5.12815  0.303
H: 1.11118 -2.51254 6.90146  0.319
H: 2.47223 -0.37744 4.13006  0.509
H: 1.15937 -1.27707 3.55081  0.164
H: 1.00467 0.90362 2.66529  -1.387
H: 1.81108 2.44310 4.61184  0.132
H: 0.18983 2.08984 5.34663  0.460
H: 0.23283 2.79700 3.80355  0.494
H: -0.81113 -0.20171 4.50328  0.381
H: -1.23223 1.21144 3.92791  -0.036
C: 4.84992 0.99350 -2.30326  -0.968
O: 3.41101 1.14487 -1.97705  0.160
C: 2.69398 1.46759 -3.21078  -0.627
C: 2.62747 2.89353 -3.62055  0.476
C: 2.10161 3.79641 -2.55532  -1.257
N: 1.86772 2.98401 -4.82764  -0.496
H: 5.37955 1.88578 -2.63707  0.353
H: 5.02260 0.18831 -3.01736  0.311
H: 5.34081 0.78658 -1.35231  0.181
H: 2.98988 0.80010 -4.02009  0.616
H: 1.74422 1.11805 -2.80597  -0.273
H: 3.62163 3.26333 -3.87152  0.376
H: 2.04291 4.77965 -3.02210  0.479
H: 2.72513 3.89737 -1.66698  0.178
H: 1.07593 3.56567 -2.26747  0.028
H: 2.12953 2.17100 -5.36669  0.230
H: 2.25302 3.70371 -5.42235  0.286
C: 2.21998 -5.40206 2.44131  -0.241
O: 2.46439 -6.71449 1.96181  -0.535
C: 2.30508 -6.78529 0.55414  0.414
C: 2.63589 -8.15823 0.00495  0.626
C: 2.39313 -8.30672 -1.53403  -1.266
N: 1.91172 -9.23211 0.64760  -0.736
H: 2.85634 -4.69682 1.90672  0.015
H: 2.41944 -5.31950 3.50972  0.317
H: 1.17259 -5.14901 2.27686  0.197
H: 1.29138 -6.49613 0.27680  -0.108
H: 2.93911 -6.12959 -0.04267  -0.091
H: 3.71156 -8.26428 0.14559  0.049
H: 1.34212 -8.44082 -1.78997  0.290
H: 2.92074 -9.19869 -1.87184  0.388
H: 2.78382 -7.44709 -2.07855  0.205
H: 1.95483 -9.13036 1.65154  0.303
H: 0.90724 -9.25852 0.54548  0.282
C: 3.39073 -3.50599 -3.06563  -0.674
O: 2.04340 -3.22954 -3.21748  -0.026
C: 1.83110 -1.91899 -3.68881  -0.807
C: 0.30949 -1.74965 -4.04509  0.033
C: 0.00424 -0.34993 -4.50788  -0.978
N: -0.51273 -2.20866 -2.98145  -0.320
H: 3.42982 -4.53870 -2.71910  -0.106
H: 3.75058 -3.05787 -2.13945  0.262
H: 4.12359 -3.31812 -3.85032  0.458
H: 2.20423 -1.15063 -3.01170  0.001
H: 2.36624 -1.79717 -4.63055  0.878
H: 0.08765 -2.38415 -4.90317  0.439
H: 0.76676 0.20419 -5.05524  0.270
H: -0.33678 0.27032 -3.67895  -0.199
H: -0.83103 -0.37844 -5.20760  0.532
H: -0.22381 -3.12466 -2.66908  -0.134
H: -0.24328 -1.64636 -2.18690  -0.579
C: 1.47444 -2.88717 0.12455  -0.642
O: 0.36643 -2.01001 -0.30828  1.619
C: 0.44835 -0.65338 0.11379  -0.355
C: -0.98120 0.02228 -0.04986  0.941
C: -0.98458 1.47232 0.22298  -0.092
N: -1.92918 -0.54926 0.93153  -0.238
H: 2.48810 -2.53297 -0.06289  0.087
H: 1.40436 -3.84201 -0.39648  -0.330
H: 1.32990 -3.13682 1.17568  0.272
H: 0.68296 -0.57479 1.17534  0.054
H: 1.21779 -0.17040 -0.48853  -0.589
H: -1.23564 -0.28045 -1.06560  0.548
H: -1.91361 1.92100 -0.12873  0.226
H: -0.23428 1.93169 -0.42056  -0.326
H: -0.74040 1.72138 1.25566  -0.604
H: -2.08179 -1.53984 0.80678  0.140
H: -1.48269 -0.43484 1.83023  0.513
C: 5.75149 -2.93526 0.12272  -1.039
O: 5.54246 -4.19352 -0.36543  -0.012
C: 6.71400 -4.71025 -1.00114  -0.764
C: 6.64825 -6.21304 -1.34903  0.803
C: 6.42398 -7.16133 -0.20717  -1.570
N: 7.92483 -6.73287 -1.86674  -0.793
H: 6.47060 -2.84645 0.93702  0.433
H: 4.85412 -2.52913 0.58952  0.012
H: 5.90732 -2.17031 -0.63798  0.522
H: 6.80431 -4.27602 -1.99682  0.220
H: 7.55042 -4.54728 -0.32146  0.347
H: 5.86094 -6.38323 -2.08339  0.250
H: 7.17662 -6.92376 0.54462  0.358
H: 6.49457 -8.22107 -0.45233  0.532
H: 5.42750 -7.05784 0.22226  0.124
H: 8.06658 -6.23450 -2.73370  0.270
H: 7.77148 -7.69885 -2.11865  0.285

Computed properties:
HOMO level	-0.3060	Ha
SMILES string	COC[C@H](C)N.COC[C@H](C)N.COC[C@H](C)N.COC[C@H](C)N.COC[C@H](C)N.COC[C@H](C)N.COC[C@H](C)N.COC[C@H](C)N.COC[C@H](C)N.COC[C@H](C)N.COC[C@H](C)N.COC[C@H](C)N
gap between HOMO and LUMO	8.6	eV

***

Version ii
Below is a 12-piece molecular cluster, C48H132N12O12 overall, with properties calculated with ωB97M-V with the def2-TZVPD basis set.

Last column: Mulliken charge in e.
Geometry (Å):
C: -1.34731 5.91870 0.09296  -0.768
O: 0.01067 5.60305 -0.17665  -0.362
C: 0.81624 6.77365 -0.17752  -1.117
C: 2.26690 6.43220 -0.46127  0.985
C: 3.21556 7.61051 -0.23840  -1.583
N: 2.46797 5.89716 -1.81227  -0.712
H: -1.87770 6.34867 -0.75935  0.253
H: -1.45806 6.54458 0.98037  0.399
H: -1.82752 4.95585 0.27919  0.107
H: 0.51335 7.60534 -0.82733  0.432
H: 0.71626 7.20197 0.83123  0.333
H: 2.56213 5.63792 0.24009  0.079
H: 3.13502 7.95439 0.79366  0.378
H: 2.97073 8.44404 -0.89925  0.366
H: 4.24099 7.30998 -0.44829  0.420
H: 1.96797 5.02383 -1.93296  0.065
H: 3.44589 5.77611 -2.03000  0.283
C: -3.78518 1.23145 1.98722  0.125
O: -5.08297 1.61558 1.58428  -0.550
C: -5.66472 0.69164 0.72611  1.875
C: -7.14026 0.93095 0.48826  0.257
C: -8.01292 0.28574 1.60201  -1.344
N: -7.51426 0.22786 -0.73049  -0.468
H: -3.42241 2.00624 2.65858  0.114
H: -3.19521 1.21250 1.06279  -0.054
H: -3.74358 0.26160 2.49175  -0.139
H: -5.15755 0.66331 -0.25749  -0.940
H: -5.45601 -0.36374 0.96914  -0.598
H: -7.33442 2.00993 0.48837  0.238
H: -7.80632 -0.77697 1.71230  0.185
H: -9.04465 0.30401 1.23646  0.446
H: -7.96783 0.92951 2.47894  0.348
H: -7.06120 0.70669 -1.50811  0.129
H: -8.50713 0.25057 -0.91716  0.255
C: -1.68884 -1.20537 -4.64044  -0.155
O: -2.76770 -0.47150 -5.15813  -0.482
C: -2.58044 0.92506 -4.99271  -1.181
C: -2.55765 1.41687 -3.53303  3.412
C: -3.87068 1.11655 -2.84359  -1.892
N: -2.24919 2.84438 -3.52088  -0.786
H: -1.70878 -2.22401 -5.03220  0.434
H: -1.75303 -1.29817 -3.55164  -0.005
H: -0.69692 -0.81647 -4.90069  -0.023
H: -1.61776 1.22702 -5.42042  0.502
H: -3.47904 1.33851 -5.45225  0.452
H: -1.80801 0.89815 -2.92566  -1.768
H: -3.85552 1.42111 -1.79668  0.242
H: -4.11779 0.05888 -2.93655  0.230
H: -4.68567 1.67923 -3.31408  0.436
H: -2.92314 3.32405 -4.11986  0.348
H: -1.39534 2.92986 -4.07610  0.199
C: 4.95023 -0.34808 -2.43261  -0.947
O: 5.62651 -1.46875 -1.91602  0.308
C: 6.34454 -2.14315 -2.91006  -0.795
C: 7.22284 -3.24301 -2.27807  -0.042
C: 7.94661 -4.05669 -3.34711  -1.566
N: 6.36503 -4.17163 -1.47083  -0.719
H: 5.55791 0.34102 -3.02889  0.701
H: 4.43708 0.19818 -1.64121  -0.037
H: 4.16590 -0.70003 -3.11566  0.303
H: 5.71330 -2.68520 -3.62731  0.129
H: 7.06696 -1.44769 -3.36077  0.496
H: 7.92731 -2.76733 -1.59198  0.466
H: 8.48811 -3.37909 -4.01179  0.366
H: 7.34863 -4.77924 -3.89632  0.375
H: 8.74255 -4.56096 -2.79468  0.380
H: 5.60341 -3.61785 -1.08266  0.281
H: 5.90196 -4.68255 -2.22528  0.311
C: -4.54390 -2.37151 -1.45618  -0.570
O: -4.60170 -3.35503 -0.43984  0.298
C: -5.25396 -4.56785 -0.80282  -1.066
C: -6.72349 -4.38798 -1.13623  0.461
C: -7.49221 -3.92523 0.12469  -0.886
N: -7.33344 -5.67168 -1.54886  -0.757
H: -4.16743 -2.80209 -2.38932  0.468
H: -3.81924 -1.62226 -1.13470  -0.409
H: -5.51712 -1.88388 -1.54029  0.299
H: -4.62615 -4.96162 -1.62061  0.447
H: -5.06931 -5.32663 -0.03665  0.314
H: -6.91683 -3.60712 -1.86871  0.318
H: -7.61406 -4.78644 0.78936  0.395
H: -8.49324 -3.59836 -0.14302  0.261
H: -6.88362 -3.20822 0.67598  -0.063
H: -6.69071 -6.05398 -2.24459  0.296
H: -7.27444 -6.36527 -0.80790  0.297
C: -0.95878 -4.02769 -1.37462  -0.411
O: -0.48396 -2.94873 -2.15935  0.272
C: 0.74121 -3.16504 -2.82924  -0.373
C: 1.96694 -3.16245 -1.91029  -0.338
C: 2.31435 -1.79784 -1.29932  1.995
N: 3.15327 -3.66152 -2.61664  -0.317
H: -1.94383 -3.89215 -0.92984  -0.371
H: -0.27859 -4.38052 -0.59806  0.316
H: -1.10721 -4.83649 -2.10385  0.382
H: 0.66437 -4.06556 -3.45096  0.401
H: 0.85841 -2.30735 -3.50084  -0.623
H: 1.80775 -3.86959 -1.09340  0.380
H: 2.40306 -1.01282 -2.05943  -0.927
H: 3.31109 -1.85050 -0.86117  -0.475
H: 1.60265 -1.45251 -0.55076  -0.791
H: 3.19368 -3.30593 -3.56883  0.212
H: 3.10663 -4.66950 -2.71845  0.306
C: -0.43099 3.85901 3.67067  -0.111
O: -0.88832 3.88908 4.99866  -0.499
C: -0.69980 2.68115 5.70136  -0.946
C: -1.94187 1.79438 5.67973  1.916
C: -3.07230 2.43494 6.47917  -1.684
N: -1.62052 0.47144 6.27004  -0.705
H: -0.71354 4.72971 3.07046  0.146
H: -0.85277 2.99505 3.14852  -0.084
H: 0.66209 3.94541 3.64548  0.334
H: 0.21364 2.13696 5.44640  0.214
H: -0.59908 2.96660 6.75384  0.480
H: -2.19129 1.59253 4.62877  -0.679
H: -3.41570 3.40099 6.09968  0.385
H: -2.71773 2.71597 7.47294  0.321
H: -3.93733 1.77120 6.48529  0.443
H: -2.53060 0.01270 6.21721  0.289
H: -1.10665 -0.00817 5.52154  0.036
C: 2.41796 0.70924 6.38905  -0.905
O: 2.22181 0.12284 5.11734  -0.243
C: 1.40877 -1.03670 5.13263  -1.172
C: 0.70230 -1.22034 3.78627  1.047
C: 1.70184 -1.28521 2.63213  -1.510
N: -0.20979 -0.08185 3.54306  1.294
H: 1.45255 0.91866 6.85795  0.351
H: 2.96074 1.63120 6.18205  0.245
H: 3.02261 0.13501 7.09861  0.291
H: 2.10435 -1.88567 5.20471  0.606
H: 0.77785 -1.13897 6.01808  0.487
H: 0.13186 -2.15238 3.79773  -0.038
H: 1.25387 -1.36190 1.64211  0.039
H: 2.39381 -2.11955 2.79966  0.543
H: 2.35016 -0.40650 2.58341  0.142
H: -0.42601 -0.04019 2.55669  -0.868
H: 0.30099 0.74165 3.84214  0.040
C: 5.36736 -0.15808 -6.79303  -0.865
O: 4.20050 -0.04258 -5.99368  -0.236
C: 3.89153 1.31747 -5.74343  -1.576
C: 2.81143 1.40726 -4.66245  1.870
C: 1.62468 0.45782 -4.84973  -0.923
N: 2.23049 2.77053 -4.63996  -0.749
H: 6.23899 0.24140 -6.26575  0.306
H: 5.21311 0.46531 -7.68120  0.357
H: 5.51885 -1.19213 -7.08605  0.246
H: 4.78108 1.84579 -5.39039  0.483
H: 3.50945 1.78486 -6.65829  0.483
H: 3.32398 1.31137 -3.70406  -0.821
H: 0.87647 0.62636 -4.07451  -0.072
H: 1.95521 -0.58518 -4.90411  0.331
H: 1.12900 0.64316 -5.80786  0.760
H: 1.49971 2.78121 -5.34638  0.395
H: 1.71510 2.83931 -3.76592  0.121
C: 8.97665 1.83598 2.86022  -0.795
O: 8.06696 1.48450 1.85611  -0.299
C: 6.93458 0.75948 2.30605  -0.977
C: 6.23716 0.20570 1.06403  0.807
C: 4.89542 -0.48028 1.35180  -0.336
N: 7.17291 -0.69033 0.37472  -0.823
H: 8.53643 2.45100 3.65218  0.304
H: 9.75627 2.40411 2.35230  0.246
H: 9.45548 0.96083 3.31651  0.319
H: 7.34154 -0.03579 2.94570  0.431
H: 6.28516 1.36980 2.94534  0.395
H: 5.99272 1.06569 0.42433  0.089
H: 4.52338 -0.99967 0.46869  -0.476
H: 4.15476 0.24066 1.69221  0.243
H: 5.08857 -1.25812 2.09463  0.528
H: 8.00533 -0.15329 0.14715  0.324
H: 6.75888 -0.92322 -0.53684  0.311
C: -1.07726 -0.34576 -0.40039  0.206
O: -0.49745 0.57223 0.52233  0.855
C: -0.44954 1.90571 0.01050  -1.061
C: 0.58396 2.03929 -1.11143  3.922
C: 2.02446 1.93047 -0.65667  -1.706
N: 0.44797 3.31003 -1.88545  -0.156
H: -0.43720 -0.57087 -1.25101  -0.515
H: -2.09372 -0.03887 -0.66354  -0.506
H: -1.18160 -1.29476 0.13121  0.115
H: -1.45075 2.10178 -0.39309  0.030
H: -0.21387 2.59100 0.82584  0.382
H: 0.36537 1.27018 -1.85987  -1.757
H: 2.17151 1.00507 -0.08916  -0.229
H: 2.18973 2.68764 0.12219  0.334
H: 2.78973 2.08906 -1.41179  0.286
H: 0.16047 3.97603 -1.15041  0.077
H: -0.37956 3.28495 -2.47814  0.031
C: -6.88470 -3.33430 4.41494  -0.583
O: -5.48899 -3.47944 4.43711  -0.402
C: -4.84433 -3.31200 3.20003  0.477
C: -3.36163 -3.55919 3.33722  0.024
C: -2.74720 -2.83712 4.55685  -1.294
N: -2.56917 -3.12268 2.18174  -0.193
H: -7.31083 -4.19955 3.89156  0.275
H: -7.21547 -2.42469 3.89881  0.167
H: -7.24242 -3.29260 5.44123  0.280
H: -5.25930 -3.95433 2.40833  0.064
H: -5.04604 -2.30443 2.80195  -0.257
H: -3.17361 -4.63323 3.40854  0.479
H: -3.30000 -3.06779 5.46868  0.551
H: -2.82410 -1.75725 4.39868  -0.045
H: -1.70308 -3.07335 4.75205  0.354
H: -2.72099 -2.14787 1.93812  -0.025
H: -2.95850 -3.65821 1.40497  0.059

Computed properties:
HOMO level	-0.3201	Ha
SMILES string	COC[C@H](C)N.COC[C@H](C)N.COC[C@H](C)N.COC[C@H](C)N.COC[C@H](C)N.COC[C@H](C)N.COC[C@H](C)N.COC[C@H](C)N.COC[C@H](C)N.COC[C@H](C)N.COC[C@H](C)N.COC[C@H](C)N
gap between HOMO and LUMO	9.2	eV

***

Which is most stable? The ranking, best first, is version ii, version i.